Entry 1:
This record from OMol25 describes a single C20H27N3O molecule. The level of theory is ωB97M-V with the def2-TZVPD basis set.

## Properties
HOMO level	-8.25	eV
LUMO	0.84	eV
total charge	0
energy above the lowest of the compared OMol25 structures with the same formula, charge and spin	20.4	kcal per mole
Kohn-Sham gap	9.09	eV
E	-27695.8320	eV
structure (SMILES)	Cc1ccc(CN2CCN(Cc3ccccn3)C[C@H]2CCO)cc1

Geometry as XYZ:
```
51
C20H27N3O, DFT ωB97M-V with the def2-TZVPD basis set
C -0.07921 -2.42748 0.87843
H 6.56171 1.65524 1.76887
H -2.10365 -2.26547 2.46526
N 0.70104 -0.96169 -1.02610
H -4.08031 -0.88239 -1.03383
N -3.27267 2.06475 0.16852
H -0.42608 -2.57338 -1.83838
C -3.42244 -0.27198 -0.40733
H -3.07497 4.01955 0.69551
C -0.17848 -2.48086 2.40256
H 5.27815 -1.52253 2.15299
C -3.56283 1.18337 -0.78028
C 3.01874 -0.83525 -0.26740
H -4.24306 3.26090 -3.35716
H -1.00507 -2.81185 0.44431
N -2.07051 -0.79203 -0.55036
C 3.78852 -1.56650 0.62344
H 4.15001 2.25377 0.52660
C 4.82967 0.44553 1.44574
H 0.65540 -1.94006 2.85767
C -3.91767 1.57615 -2.06883
H 2.07982 -2.59755 -1.05325
H -4.15481 0.83558 -2.81819
C -3.66139 3.84222 -1.37164
H -3.68855 4.90410 -1.56088
C -1.10992 -0.17947 0.34952
H 2.55557 1.12270 -0.97572
H -1.38499 0.30588 -2.23213
C -3.96846 2.92702 -2.36634
H 0.74270 -3.08054 0.58067
H 0.18210 -1.36645 -2.98971
C -1.56033 -0.73395 -1.90506
H -2.28675 -1.19507 -2.58009
O -1.34362 -1.88781 2.92329
H 2.33414 -1.29745 -2.22921
C 3.16140 0.54787 -0.29175
C 2.03953 -1.50219 -1.19265
H 0.91581 -0.51637 0.97441
C 4.68573 -0.93341 1.46707
H 6.28669 0.43689 3.01897
C -3.32095 3.35190 -0.12046
H 5.28306 1.89128 2.95473
C 4.05144 1.17767 0.55427
H -1.52307 -0.15647 1.35706
C -0.23943 -1.49638 -1.98829
C 0.17677 -1.00825 0.33272
C 5.79748 1.14321 2.35301
H -3.70707 -0.39343 0.64050
H -0.12374 -3.53285 2.72656
H -0.86877 0.85220 0.04898
H 3.69048 -2.64270 0.66075
```

From a natural (NBO) analysis of the wavefunction, the atomic charges in e read:
1 C -0.4688
2 H 0.2184
3 H 0.4618
4 N -0.4545
5 H 0.1957
6 N -0.4305
7 H 0.1641
8 C -0.2382
9 H 0.1924
10 C -0.0530
11 H 0.2070
12 C 0.1902
13 C -0.0559
14 H 0.2158
15 H 0.2157
16 N -0.4439
17 C -0.2000
18 H 0.2069
19 C -0.0181
20 H 0.1765
21 C -0.2526
22 H 0.1667
23 H 0.2155
24 C -0.2645
25 H 0.2193
26 C -0.2342
27 H 0.2115
28 H 0.1718
29 C -0.1679
30 H 0.2073
31 H 0.1992
32 C -0.2304
33 H 0.1963
34 O -0.7184
35 H 0.2066
36 C -0.1401
37 C -0.2298
38 H 0.2145
39 C -0.2152
40 H 0.2133
41 C 0.0442
42 H 0.2187
43 C -0.2272
44 H 0.2317
45 C -0.2046
46 C -0.0468
47 C -0.6257
48 H 0.2159
49 H 0.1557
50 H 0.1812
51 H 0.2069



Entry 2:
This record from OMol25 describes 2 unconnected molecules or ions with the total composition C2H8N2O3S in a non-equilibrium geometry. The level of theory is ωB97M-V with the def2-TZVPD basis set.

## Properties
HOMO level	-10.26	eV
LUMO	0.58	eV
total charge	0
energy above the lowest of the compared OMol25 structures with the same formula, charge and spin	31.7	kcal per mole
Kohn-Sham gap	10.83	eV
E	-22160.0899	eV
structure (SMILES)	NS(=O)(=O)O.[H]/N=C\C

Geometry as XYZ:
```
16
C2H8N2O3S, DFT ωB97M-V with the def2-TZVPD basis set
O -1.38203 -0.87880 -1.15848
H -3.51733 -0.06838 1.47117
N -3.14987 -0.19166 0.44794
N 1.07218 1.16764 -0.08704
H 3.57702 -0.63725 -0.54576
H 2.12909 -1.84205 -0.18177
C 2.60896 -0.80739 -0.04353
O -1.43925 1.43885 -0.37071
H 1.31259 1.43574 0.91324
S -1.55575 -0.08172 0.01209
H 1.24824 -0.14612 -1.60070
H -3.98860 -0.12831 -0.27830
C 1.66787 0.16339 -0.57627
H -0.48871 1.44327 -0.20165
O -0.75390 -0.35674 1.17813
H 2.65950 -0.51049 1.02162
```

From a natural (NBO) analysis of the wavefunction, the atomic charges in e read:
1 O -0.9376
2 H 0.4304
3 N -1.1540
4 N -0.6932
5 H 0.2448
6 H 0.2575
7 C -0.6984
8 O -0.8755
9 H 0.3555
10 S 2.4861
11 H 0.1741
12 H 0.4303
13 C 0.2186
14 H 0.4929
15 O -0.9509
16 H 0.2193